1.
Formula: CH7IN3
Source: the OMol25 dataset
Level of theory: wB97M-V/def2-TZVPD

Positions of all 12 atoms, in Å:
N -0.526 -1.313 -0.563
N 0.225 -0.893 0.564
C 0.175 0.497 0.731
N 0.427 1.152 -0.498
I -2.075 1.288 1.537
H 0.123 -1.662 -1.260
H -1.191 -2.033 -0.283
H 0.019 -1.614 1.458
H 0.800 0.932 1.484
H 1.323 0.707 -0.707
H -0.195 0.778 -1.249
H 0.175 2.153 -0.564

Results
charge = +1
HOMO energy = -13.29 eV
SMILES = NN[C@@H]([NH3+])I
LUMO energy = -0.171 Eh
electronic energy = -503.921214 hartree
2S+1 = 1

=====

2.
Formula: C10H16
Source: the OMol25 dataset
Level of theory: wB97M-V/def2-TZVPD

Positions of all 26 atoms, in Å:
C -2.326 -1.864 -0.767
C -1.941 -0.980 0.385
C -2.319 0.351 0.494
C -1.576 1.257 1.259
C -0.526 0.844 2.044
C -0.272 -0.548 2.121
C -0.880 -1.380 1.212
H -2.666 -2.815 -0.378
H -1.511 -2.011 -1.467
H -3.202 -1.474 -1.284
H -3.247 0.731 0.079
H -1.861 2.298 1.164
H 0.225 1.431 2.553
H 0.292 -0.843 2.992
H -0.536 -2.383 1.101
C 0.866 0.523 -1.622
C 1.847 0.755 -0.456
C 3.306 0.685 -0.910
H 1.475 0.178 -2.456
H 0.412 1.465 -1.931
H 0.075 -0.190 -1.428
H 1.664 1.709 0.045
H 1.675 0.072 0.367
H 3.996 0.632 -0.068
H 3.532 -0.081 -1.649
H 3.498 1.637 -1.404

Results
HOMO energy = -8.96 eV
SMILES = Cc1ccccc1.CCC
LUMO energy = 0.038 Eh
electronic energy = -390.601313 hartree
2S+1 = 1

=====

The following Kohn-Sham gap values (in eV) correspond, in order, to the records above: 8.63, 9.99.